1.
Formula: C3H2Br2
Source: OMol25
Level of theory: ωB97M-V/def2-TZVPD

Geometry as XYZ:
```
7
Properties=species:S:1:pos:R:3:forces:R:3:mulliken_charge:R:1
Br -1.453 1.851 -1.322 -0.5674 0.1891 -0.1155 -0.050
C -0.717 0.463 -0.429 3.7266 -5.0613 5.5039 -0.056
C -0.380 -0.486 0.658 -2.2053 4.6014 -6.5733 0.134
Br -0.978 -1.748 1.788 -0.2592 -0.5042 0.6564 -0.067
C 0.763 -0.021 -0.201 -1.6478 -0.9040 -0.1656 -0.409
H 1.388 -0.624 -0.866 -0.7940 -0.2813 -0.3569 0.233
H 1.378 0.565 0.373 1.7470 1.9603 1.0511 0.216
```
Positions in Å, forces in eV/Å.

Values from the calculation:
Total charge: 0
HOMO-LUMO gap in eV: 8.78
Total energy in eV: -143224.15329

***

2.
Formula: C29H38F22O13PS
Source: OMol25
Level of theory: ωB97M-V/def2-TZVPD

Geometry as XYZ:
```
104
Properties=species:S:1:pos:R:3:forces:R:3:mulliken_charge:R:1
C 3.364 -1.920 3.327 -0.1254 0.2285 -0.7176 -1.523
C 2.960 -2.451 1.934 -0.1072 -0.0322 0.5780 1.109
O 4.073 -2.686 1.073 -0.1351 0.3811 -0.0716 -0.496
C 4.340 -1.592 0.203 0.6586 -0.2829 -0.1020 -0.473
C 3.630 -1.709 -1.155 -0.4685 0.5335 -0.0253 -1.533
C 2.218 -1.091 -1.229 -0.7125 -0.2887 -0.0792 1.934
C 1.922 0.227 -0.474 0.8558 0.2246 -0.0523 -1.389
C 3.061 1.306 -0.581 -1.5578 0.2958 -0.3215 -0.579
C 2.425 2.691 -0.514 -0.5105 -1.7361 0.2353 0.057
F 2.495 3.558 -1.556 1.8092 0.9196 0.3189 -0.280
C 1.753 3.032 0.620 1.1772 0.7552 -1.3850 0.252
F 2.200 3.918 1.493 -0.9212 1.6351 -0.0518 -0.258
F 0.622 2.528 0.973 -0.3615 -1.5040 1.6282 -0.127
C 1.717 -0.817 -2.674 0.3881 -0.7399 -0.7658 -1.040
O 0.328 -1.039 -2.694 0.0435 0.8283 0.9962 -0.338
P 0.032 -2.452 -1.770 0.5091 -2.4096 -2.2899 -0.708
S -1.180 -1.414 -0.144 1.6362 2.5860 1.4734 0.912
O -1.419 0.014 -0.379 -0.9329 -0.2072 -0.7387 -0.736
O -0.482 -1.557 1.125 -0.7529 -1.1234 0.5419 -0.595
C -2.880 -2.191 0.076 0.7065 -0.1505 -0.4226 0.255
F -3.134 -2.323 1.377 -0.5333 0.4061 0.5393 -0.258
F -2.808 -3.443 -0.417 -0.0125 -0.3277 -0.3306 -0.302
C -4.015 -1.461 -0.686 -0.5101 -0.7457 0.8598 0.747
F -3.603 -0.998 -1.846 0.4637 0.5746 -0.5986 -0.133
F -4.954 -2.397 -0.979 -0.4474 -0.1946 -0.0281 -0.345
C -4.773 -0.383 0.142 1.2132 -0.8175 0.3137 0.585
F -5.466 0.389 -0.652 -1.0077 0.4961 -0.6408 -0.294
F -5.576 -1.046 0.989 -0.2932 0.4566 0.0392 -0.258
F -3.962 0.396 0.847 0.1052 -0.0132 0.1689 -0.199
O 1.347 -2.114 -0.745 -0.3487 0.4763 -0.4935 -0.037
H 3.524 -0.835 3.256 0.1939 -0.1968 0.1882 0.346
H 4.270 -2.405 3.704 -0.1771 0.0105 -0.0222 0.321
H 2.527 -2.081 4.011 0.1857 0.0559 0.0154 0.402
H 2.258 -1.739 1.493 -0.0212 -0.2802 -0.1018 -0.523
H 2.433 -3.397 2.042 0.0921 0.0634 -0.2001 0.168
H 5.423 -1.618 0.012 -0.1689 0.0260 0.1406 0.364
H 4.128 -0.663 0.746 -0.0283 -0.0407 -0.2822 0.165
H 3.501 -2.780 -1.343 -0.0079 0.1690 -0.0567 0.430
H 4.222 -1.326 -2.001 0.1981 0.1548 0.4254 0.444
H 1.035 0.665 -0.939 -0.0381 -0.2839 0.1461 0.822
H 1.676 0.096 0.584 0.0303 -0.3269 -0.1824 0.325
H 3.702 1.266 0.302 0.1721 -0.2304 -0.3166 0.402
H 3.695 1.197 -1.469 -0.3256 0.0502 -0.0587 0.471
H 1.988 0.184 -3.037 -0.2867 -0.0149 0.2507 0.372
H 2.147 -1.528 -3.406 0.2882 0.0691 0.3361 0.416
H 0.801 -3.160 -2.774 -0.1222 -0.1317 0.1741 0.075
H -1.240 -2.624 -2.431 0.2347 0.3872 -0.1003 -0.009
H -0.192 -3.706 -1.115 -0.0506 0.4679 0.7267 0.083
C -5.025 0.335 3.964 -0.0256 -0.0694 0.4703 -0.574
C -5.716 1.672 3.810 0.2748 -0.3523 -0.5919 -0.261
O -6.354 2.075 5.041 -0.1686 0.2856 0.3256 -0.316
C -5.573 2.651 5.947 0.1970 -0.2960 -0.8709 0.365
O -4.401 2.859 5.834 -0.1230 0.1563 0.3940 -0.501
C -6.409 3.060 7.167 -0.4262 0.1417 0.8148 0.867
F -7.255 2.086 7.546 0.2001 0.1114 -0.1911 -0.247
F -7.149 4.152 6.898 0.1946 -0.1898 -0.1407 -0.256
F -5.637 3.348 8.219 0.0133 -0.0684 -0.3453 -0.242
H -5.726 -0.416 4.332 -0.0670 0.0181 -0.1186 0.321
H -4.630 0.004 3.010 0.0551 0.0219 0.0549 -0.149
H -4.210 0.390 4.686 0.0686 0.0856 -0.1108 0.340
H -6.510 1.595 3.069 -0.1805 0.0803 0.2236 0.296
H -5.026 2.443 3.467 0.0226 0.0612 0.2473 0.341
C -3.780 0.603 -4.600 0.2415 -0.2497 0.0181 -0.974
C -3.202 1.700 -5.468 -0.6459 0.0379 0.2446 -0.357
O -1.786 1.519 -5.653 0.3552 0.0571 -0.2385 -0.258
C -1.422 0.658 -6.595 -0.7914 0.2274 0.2581 0.324
O -2.164 0.027 -7.292 0.3776 -0.0628 -0.1238 -0.542
C 0.109 0.617 -6.699 0.9765 -0.2512 0.1706 0.891
F 0.692 0.561 -5.497 -0.2645 0.0706 -0.2289 -0.164
F 0.574 1.721 -7.323 -0.2852 -0.1062 0.0438 -0.269
F 0.526 -0.443 -7.399 -0.3093 0.2104 0.0388 -0.258
H -3.241 0.542 -3.655 -0.0340 0.1114 0.0062 0.210
H -4.834 0.791 -4.396 0.0177 0.0590 -0.0169 0.437
H -3.690 -0.370 -5.084 -0.0613 0.0410 -0.0568 0.319
H -3.322 2.664 -4.977 0.2996 0.0083 0.0018 0.339
H -3.709 1.761 -6.431 0.2068 -0.1327 -0.0992 0.327
C 3.754 -9.198 3.332 0.1448 0.2861 0.0138 -1.100
C 2.269 -9.049 3.589 0.2016 -0.5346 -0.2142 -0.210
O 1.992 -7.855 4.337 -0.1968 0.3088 0.1394 -0.330
C 1.931 -6.726 3.626 0.0801 -0.7461 -0.2755 0.365
O 2.089 -6.639 2.447 -0.0420 0.3147 0.1587 -0.490
C 1.581 -5.548 4.545 -0.1800 0.9655 0.6067 0.867
F 2.293 -5.574 5.689 -0.0285 -0.2004 -0.2887 -0.278
F 0.281 -5.575 4.891 0.2061 -0.2531 -0.1921 -0.274
F 1.818 -4.379 3.954 -0.0743 -0.5914 0.0706 -0.200
H 4.309 -9.160 4.271 -0.0540 -0.1118 0.0180 0.299
H 3.963 -10.145 2.836 -0.0437 -0.0029 0.0169 0.366
H 4.126 -8.389 2.704 -0.0680 -0.0504 -0.0739 0.318
H 1.911 -9.879 4.197 -0.0704 0.1941 0.1784 0.312
H 1.699 -9.059 2.660 0.0208 0.2316 0.0083 0.317
C 3.637 6.149 -3.008 0.1984 0.3398 -0.0341 -1.104
C 2.169 6.477 -2.843 0.1834 -0.7205 -0.1613 -0.121
O 2.001 7.762 -2.208 -0.1872 0.4296 0.0496 -0.334
C 2.096 8.823 -2.998 0.0239 -0.9159 -0.1989 0.348
O 2.308 8.806 -4.176 -0.0340 0.4248 0.1174 -0.516
C 1.846 10.101 -2.185 -0.0280 0.8087 0.4871 0.903
F 2.506 10.087 -1.015 -0.0766 -0.1342 -0.2627 -0.246
F 0.537 10.244 -1.906 0.1932 -0.1963 -0.1490 -0.251
F 2.237 11.192 -2.851 -0.0472 -0.3491 -0.0415 -0.247
H 4.153 6.210 -2.049 -0.0842 -0.1378 0.0352 0.281
H 3.763 5.145 -3.412 -0.0782 -0.0111 0.0516 0.313
H 4.124 6.857 -3.681 -0.0711 -0.0426 -0.0746 0.417
H 1.699 5.747 -2.190 -0.0412 0.2368 0.1821 0.256
H 1.640 6.446 -3.795 0.0386 0.2789 -0.0065 0.306
```
Positions in Å, forces in eV/Å.

Values from the calculation:
Total charge: -1
HOMO-LUMO gap in eV: 7.64
Total energy in eV: -137213.42653

***

3.
Formula: C6H12N2O
Source: OMol25
Level of theory: ωB97M-V/def2-TZVPD

Geometry as XYZ:
```
21
Properties=species:S:1:pos:R:3:forces:R:3:mulliken_charge:R:1
C -0.340 -1.890 -4.556 0.0327 0.0563 -0.4194 -0.310
C 0.428 -1.363 -5.571 -0.3798 -0.2207 0.0700 -0.240
N 1.516 -0.810 -4.942 0.5539 0.3182 -0.0715 -0.050
C 1.370 -1.019 -3.602 -0.3927 -0.2324 0.1139 -0.195
N 0.251 -1.673 -3.335 0.6703 0.4000 -0.3215 -0.454
H -1.291 -2.417 -4.644 0.4029 0.2247 0.0334 0.348
H 0.303 -1.331 -6.653 0.0435 -0.0248 0.5315 0.353
H 2.296 -0.329 -5.396 -0.6323 -0.3908 0.3855 0.205
H 2.103 -0.675 -2.873 -0.3127 -0.1478 -0.2916 0.344
C -2.811 -4.748 0.315 -0.0253 -0.0128 -0.0056 -1.146
C -2.304 -4.911 1.748 -0.1913 -0.0781 0.2725 -0.180
C -0.826 -4.580 1.895 0.3014 -0.0231 0.3269 -0.522
O -0.526 -3.209 1.629 -0.2197 -0.1373 -0.8498 -0.506
H -2.722 -3.698 -0.010 -0.1242 -0.3922 0.0198 0.326
H -3.869 -5.050 0.245 0.4200 0.1841 -0.0851 0.312
H -2.219 -5.379 -0.370 -0.2456 0.2217 0.1397 0.303
H -2.881 -4.258 2.431 0.2246 -0.3097 -0.2597 0.245
H -2.452 -5.957 2.077 0.0242 0.4107 -0.0825 0.278
H -0.498 -4.750 2.939 -0.1596 0.0451 -0.5121 0.286
H -0.225 -5.242 1.242 -0.1571 0.1881 0.1887 0.300
H -0.677 -3.049 0.674 0.1669 -0.0792 0.8169 0.300
```
Positions in Å, forces in eV/Å.

Values from the calculation:
Total charge: 0
HOMO-LUMO gap in eV: 9.75
Total energy in eV: -11443.88955

***

Question: Among the records above, which one has the lowest total energy?
Answer: C3H2Br2

***

Question: What is the total charge in the first record?
Answer: 0

***

Question: Which of these has the lowest HOMO-LUMO gap?
Answer: C29H38F22O13PS

***

Question: Which value of total energy does entry 2 give?
Answer: -137213.42653 eV